Below is a molecular structure, C2H4O4Rb, with properties calculated with the ωB97M-V functional and the def2-TZVPD basis.

XYZ file:
```
11
Properties=species:S:1:pos:R:3:forces:R:3:lowdin_spin:R:1
Rb 20.642650 -18.677180 -19.462180 -0.7496 -0.0383 -0.2086 0.00
C 22.426940 -22.033840 -21.083460 -0.0918 0.8028 -0.0079 0.10
O 21.389140 -21.098500 -21.036220 0.8544 -1.0736 0.1334 0.83
H 22.650800 -22.249350 -22.128230 -0.2365 0.1631 -0.5877 0.05
H 23.364100 -21.634650 -20.695540 0.0482 0.0721 0.2567 0.00
H 22.217140 -23.024960 -20.681270 -0.5282 0.0858 0.2975 0.02
O 17.739950 -18.064510 -19.325840 1.0226 0.6595 1.3732 0.00
C 16.496230 -18.313510 -19.781220 -4.9559 -4.3954 -7.1342 0.00
O 16.381310 -19.188170 -20.691050 1.5709 0.2569 0.8628 0.00
O 15.489280 -17.680260 -19.402960 1.6459 1.2258 2.1246 0.00
H 17.164750 -17.622040 -18.697370 1.4199 2.2414 2.8903 0.00
```
Positions in Å, forces in eV/Å.

Results
HOMO energy (alpha / beta) ... -6.6 / -6.6 eV
Maximum force ... 0.1893 Eh/bohr
Multiplicity ... 2
LUMO (alpha / beta) ... -1.28 / -3.22 eV
Expectation value of S² ... 0.754
Calculated total energy ... -403.53039 Eh